A structure of composition C71H96NO4S2, computed with ωB97M-V with the def2-TZVPD basis set.

Values from the calculation:
**Strongest force on any atom**: 4.08 eV/A
**Gap between HOMO and LUMO**: 7.57 eV
**Energy**: -3915.05504 a.u.
**LUMO level**: 1.54 eV

```
! wB97M-V def2-TZVPD RIJCOSX def2/J DEFGRID3
* xyz -1 1
C -2.492 -3.176 -0.054
C -2.776 -1.618 -0.144
C -3.276 -1.201 -1.592
C -3.027 0.346 -1.766
C -3.054 0.824 -3.295
C -1.726 1.544 -3.761
C -0.671 0.630 -4.503
C -0.666 -0.873 -4.080
C 0.329 -1.787 -4.905
C 1.565 -1.041 -5.507
C 2.671 -0.635 -4.459
C 2.801 -1.608 -3.233
C 3.847 -0.978 -2.228
S 5.232 -2.103 -1.789
O 5.260 -3.341 -2.628
O 6.501 -1.345 -2.052
N 5.018 -2.558 -0.179
S 5.710 -1.443 0.873
O 5.652 -0.021 0.420
O 7.082 -1.877 1.295
C 4.665 -1.527 2.401
C 5.159 -2.643 3.399
C 5.895 -2.035 4.653
C 5.811 -2.937 5.929
C 4.383 -2.933 6.618
C 4.162 -1.692 7.553
C 3.709 -0.392 6.748
C 4.767 0.764 6.961
C 4.060 2.183 6.903
C 5.203 3.278 6.977
H -2.587 -3.480 1.017
H -3.260 -3.750 -0.626
H -1.456 -3.430 -0.373
H -1.783 -1.118 0.008
H -3.519 -1.302 0.625
H -4.367 -1.464 -1.607
H -2.731 -1.824 -2.334
H -3.816 0.912 -1.212
H -2.018 0.597 -1.366
H -3.390 0.001 -3.975
H -3.865 1.599 -3.357
H -2.046 2.330 -4.519
H -1.275 2.116 -2.914
H 0.340 1.040 -4.236
H -0.751 0.688 -5.615
H -1.688 -1.304 -4.253
H -0.503 -0.960 -2.972
H 0.592 -2.669 -4.283
H -0.265 -2.186 -5.773
H 1.307 -0.152 -6.127
H 2.055 -1.765 -6.212
H 2.589 0.416 -4.091
H 3.652 -0.687 -5.003
H 1.839 -1.735 -2.685
H 3.110 -2.611 -3.609
H 3.310 -0.737 -1.283
H 4.295 -0.071 -2.683
H 4.782 -0.547 2.912
H 3.600 -1.662 2.098
H 5.779 -3.415 2.895
H 4.241 -3.164 3.786
H 6.971 -1.905 4.366
H 5.507 -1.002 4.826
H 6.548 -2.565 6.687
H 6.096 -3.983 5.656
H 3.574 -3.037 5.853
H 4.355 -3.843 7.273
H 5.033 -1.498 8.216
H 3.292 -1.941 8.220
H 3.623 -0.655 5.666
H 2.691 -0.091 7.084
H 5.531 0.787 6.141
H 5.325 0.640 7.919
H 3.449 2.293 5.981
H 3.441 2.266 7.826
H 5.483 3.606 5.948
H 6.085 2.790 7.456
H 4.908 4.137 7.625
C 0.915 3.045 12.702
C 0.699 3.504 11.408
C 1.102 2.737 10.321
C 1.712 1.505 10.528
C 1.924 1.044 11.822
C 1.529 1.815 12.909
H 0.604 3.644 13.549
H 0.218 4.461 11.246
H 0.940 3.098 9.313
H 2.022 0.904 9.681
H 2.398 0.083 11.984
H 1.700 1.458 13.918
C 8.295 1.775 1.504
C 9.311 2.487 2.131
C 9.337 3.876 2.058
C 8.340 4.553 1.365
C 7.322 3.840 0.741
C 7.301 2.451 0.807
H 8.275 0.692 1.556
H 10.085 1.959 2.676
H 10.134 4.430 2.542
H 8.357 5.636 1.312
H 6.543 4.368 0.202
H 6.514 1.895 0.318
C -2.982 -4.192 -4.198
C -3.235 -3.920 -5.537
C -4.307 -4.527 -6.179
C -5.133 -5.399 -5.480
C -4.881 -5.668 -4.140
C -3.803 -5.068 -3.500
H -2.145 -3.719 -3.695
H -2.595 -3.234 -6.080
H -4.501 -4.319 -7.225
H -5.972 -5.869 -5.979
H -5.526 -6.347 -3.593
H -3.604 -5.281 -2.456
C -3.871 6.424 -7.744
C -2.828 6.041 -6.909
C -2.607 4.695 -6.644
C -3.425 3.731 -7.222
C -4.466 4.113 -8.060
C -4.692 5.460 -8.318
H -4.045 7.474 -7.948
H -2.187 6.793 -6.465
H -1.798 4.397 -5.987
H -3.251 2.681 -7.019
H -5.102 3.361 -8.512
H -5.506 5.759 -8.967
C -8.187 -4.110 1.092
C -7.289 -5.088 0.679
C -6.591 -4.933 -0.512
C -6.784 -3.796 -1.288
C -7.679 -2.817 -0.874
C -8.384 -2.975 0.313
H -8.733 -4.233 2.019
H -7.134 -5.972 1.287
H -5.896 -5.699 -0.837
H -6.235 -3.674 -2.215
H -7.827 -1.929 -1.478
H -9.085 -2.214 0.633
C 9.727 -2.508 -0.220
C 9.864 -2.633 -1.598
C 11.098 -2.967 -2.147
C 12.193 -3.185 -1.318
C 12.055 -3.064 0.060
C 10.824 -2.721 0.608
H 8.764 -2.244 0.206
H 9.008 -2.468 -2.242
H 11.205 -3.057 -3.222
H 13.154 -3.450 -1.747
H 12.909 -3.236 0.707
H 10.718 -2.622 1.682
C -7.806 3.660 -2.761
C -6.517 4.081 -3.070
C -5.516 4.014 -2.109
C -5.799 3.517 -0.845
C -7.085 3.092 -0.535
C -8.091 3.167 -1.492
H -8.588 3.716 -3.508
H -6.294 4.462 -4.059
H -4.512 4.348 -2.346
H -5.015 3.461 -0.099
H -7.304 2.701 0.452
H -9.096 2.841 -1.250
C -11.988 1.667 -2.472
C -11.251 2.278 -3.480
C -11.687 3.477 -4.031
C -12.856 4.070 -3.568
C -13.591 3.460 -2.557
C -13.159 2.257 -2.012
H -11.649 0.730 -2.045
H -10.336 1.819 -3.836
H -11.116 3.950 -4.821
H -13.194 5.007 -3.994
H -14.501 3.923 -2.195
H -13.735 1.779 -1.228
*
```